No. 1
{"formula": "C6H10NO2P", "method": "ωB97M-V/def2-TZVPD", "max_force_ev_per_a": 4.9, "gap_ha": 0.373, "total_charge": 0, "lumo_ev": 0.6, "species": ["P", "O", "O", "N", "C", "C", "C", "C", "C", "C", "H", "H", "H", "H", "H", "H", "H", "H", "H", "H"], "positions_angstrom": [[-0.3138, -0.9697, -0.3468], [0.1196, -2.0321, 0.5290], [-1.6100, -0.2704, 0.1542], [0.6481, 0.3557, -0.7745], [-1.3129, 0.9181, 0.9682], [-0.6893, 0.4527, 2.1887], [-0.2574, 0.0061, 3.2268], [-0.7079, -1.7283, -2.0630], [2.0652, 0.4375, -0.5040], [-0.3575, 1.7304, 0.1631], [0.0144, -1.1917, -2.5770], [2.2721, -0.0183, 0.5156], [2.6553, -0.1544, -1.2590], [0.4723, 2.2539, 0.5959], [0.0558, -0.6295, 4.0253], [-1.6333, -1.4945, -2.4207], [-2.2606, 1.5376, 1.1614], [2.2842, 1.4600, -0.8898], [-0.5881, -2.8014, -1.9502], [-0.8559, 2.1383, -0.7431]]}


No. 2
{"formula": "C6H10NO2S", "method": "ωB97M-V/def2-TZVPD", "max_force_ev_per_a": 5.0, "gap_ha": [0.288, 0.288], "total_charge": 1, "lumo_ev": [-5.8, -5.8], "species": ["S", "O", "O", "N", "C", "C", "C", "C", "C", "C", "H", "H", "H", "H", "H", "H", "H", "H", "H", "H"], "positions_angstrom": [[-0.6294, -2.1134, 0.3219], [-0.2647, 1.6204, -0.6212], [1.4110, 0.1485, -0.9745], [0.3878, 0.4754, -0.1755], [2.7541, 0.1400, -0.3678], [-0.8100, -0.5361, 0.2048], [-2.0131, 0.3984, 0.3595], [3.0165, -0.9607, 0.6626], [-1.5282, 1.6033, -0.4474], [-3.3542, -0.2571, -0.1610], [-3.9102, 0.5598, -0.4010], [-3.7786, -0.8529, 0.6042], [3.1938, -0.5475, 1.7201], [3.4809, 0.0750, -1.3352], [-2.9576, -0.8343, -0.9723], [2.2440, -1.6710, 0.7053], [3.0467, 1.2072, -0.0013], [-2.1453, 0.8081, 1.3091], [-2.0849, 2.3485, -0.8451], [3.9413, -1.6116, 0.4149]]}


No. 3
{"formula": "C6H10NO4", "method": "ωB97M-V/def2-TZVPD", "smiles": "CC(C)(C)/C=[N+](\\[O-])OC(=O)[O-]", "max_force_ev_per_a": 3.5, "gap_ha": 0.289, "total_charge": -1, "lumo_ev": 3.4, "species": ["O", "O", "O", "O", "N", "C", "C", "C", "C", "C", "C", "H", "H", "H", "H", "H", "H", "H", "H", "H", "H"], "positions_angstrom": [[0.7842, 0.1325, -2.6326], [1.6323, -0.3063, -0.6336], [2.4301, 1.7335, -3.1775], [2.8354, -0.4576, -3.5620], [0.6043, -0.0226, -1.3420], [2.3522, 0.5801, -3.2252], [-0.1303, -1.5822, 1.1093], [-0.5049, 0.1716, -0.7005], [-0.6760, -0.1117, 0.7855], [0.2122, 0.8607, 1.5094], [-2.1658, 0.1784, 1.1380], [0.0738, -1.7909, 2.1619], [0.8920, -1.4070, 0.5688], [-2.2235, 0.8075, 2.0253], [0.0869, 0.7722, 2.6467], [-0.1055, 1.8614, 1.2600], [-2.5108, 0.8240, 0.2753], [-0.7797, -2.3316, 0.6228], [-1.4160, 0.1889, -1.3334], [-2.6714, -0.7782, 1.2057], [1.2804, 0.6773, 1.2980]]}


No. 4
{"formula": "C6H10NO7Pd", "method": "ωB97M-V/def2-TZVPD", "max_force_ev_per_a": 0.5, "gap_ha": 0.260, "total_charge": -1, "lumo_ev": 3.0, "species": ["Pd", "O", "O", "O", "O", "O", "O", "O", "N", "C", "C", "C", "C", "C", "C", "H", "H", "H", "H", "H", "H", "H", "H", "H", "H"], "positions_angstrom": [[0.2469, -0.2494, -0.2955], [0.0254, 1.4002, 4.3061], [-1.4808, 1.5081, 2.6668], [2.0641, -0.4564, -2.6399], [-1.5643, -1.4023, -0.6557], [-0.8242, -2.0068, -2.7099], [-0.9579, 1.2916, -2.3093], [1.9027, 0.9662, -0.8649], [1.0408, -0.8918, 3.6113], [0.3536, 1.1939, -2.8067], [1.3577, 0.4659, -1.8962], [-0.1404, -0.4836, 2.8325], [-1.8008, 0.1515, -2.5022], [-0.6069, 0.9098, 3.2222], [-1.3139, -1.2052, -1.9095], [-1.9513, -0.0133, -3.5752], [-0.9740, -1.1582, 3.0304], [0.6759, 0.7074, 4.5503], [2.6599, -0.8819, -2.0093], [0.0765, -0.5707, 1.7581], [0.7063, 2.2228, -2.9110], [-2.7350, 0.4397, -2.0219], [0.3675, 0.6922, -3.7793], [0.9963, -1.8709, 3.8542], [1.8763, -0.7588, 3.0545]]}


No. 5
{"formula": "C6H10NOS", "method": "ωB97M-V/def2-TZVPD", "max_force_ev_per_a": 2.7, "gap_ha": [0.288, 0.267], "total_charge": 1, "lumo_ev": [-4.6, -5.0], "species": ["S", "O", "N", "C", "C", "C", "C", "C", "C", "H", "H", "H", "H", "H", "H", "H", "H", "H", "H"], "positions_angstrom": [[0.7371, 1.5112, -2.1883], [-1.6645, 0.8949, 0.8473], [-0.4676, -1.7466, 1.0047], [2.0772, -1.7538, 0.8793], [0.1644, 0.7665, -0.8064], [-0.8997, 1.3366, -0.2765], [-0.5218, 2.7226, -2.1165], [-1.2625, 2.4942, -1.0034], [0.8023, -1.7755, 0.1002], [-2.1879, 1.7187, 1.0920], [-0.5065, 3.5793, -2.7078], [-1.1582, -2.5267, 0.8413], [-2.2082, 2.8436, -0.7903], [2.7102, -1.2119, 0.2588], [-0.0672, -1.7014, 1.9637], [-0.8969, -0.8308, 0.8495], [0.7843, -2.3491, -0.7848], [2.4751, -2.6997, 1.0431], [2.0903, -1.2723, 1.7940]]}


No. 6
{"formula": "C6H10NS2", "method": "ωB97M-V/def2-TZVPD", "max_force_ev_per_a": 3.3, "gap_ha": 0.229, "total_charge": 1, "lumo_ev": -5.0, "species": ["S", "S", "N", "C", "C", "C", "C", "C", "C", "H", "H", "H", "H", "H", "H", "H", "H", "H", "H"], "positions_angstrom": [[-0.1505, 1.9480, 0.4390], [0.8940, -0.2511, -1.4322], [-0.3802, -2.6537, 1.0357], [0.1060, 3.6233, 0.0521], [0.5947, 1.4602, -1.0359], [0.7334, 3.7335, -1.1691], [-1.7934, -2.1325, 0.9598], [0.8941, 2.5603, -1.8481], [0.0811, -3.6150, 1.7286], [1.1350, -3.9166, 1.4388], [0.9453, 4.6784, -1.7572], [-0.0460, 4.4275, 0.7809], [-2.5055, -3.0147, 1.2747], [2.0996, -0.1178, -2.0396], [-2.0272, -1.7330, -0.0375], [-1.7782, -1.2092, 1.5544], [0.1224, -2.1106, 0.3195], [1.4670, 2.5840, -2.7789], [-0.3916, -4.2609, 2.5151]]}


No. 7
{"formula": "C6H10O", "method": "ωB97M-V/def2-TZVPD", "smiles": "C[C@H]1OC[C@H]2C[C@H]21", "max_force_ev_per_a": 0.4, "gap_ha": 0.396, "total_charge": 0, "lumo_ev": 1.1, "species": ["O", "C", "C", "C", "C", "C", "C", "H", "H", "H", "H", "H", "H", "H", "H", "H", "H"], "positions_angstrom": [[-0.5327, 1.2456, -0.0369], [0.4472, -0.8762, -0.1948], [-2.1503, -0.4896, 0.1641], [-0.8274, -0.0779, -0.4570], [0.8295, 1.5036, -0.3326], [1.3092, -0.6078, 1.0138], [1.5352, 0.1625, -0.2501], [0.8875, -0.1088, 1.8829], [2.0890, -1.3300, 1.2531], [-0.9195, -0.1084, -1.5591], [-2.5107, -1.4264, -0.2733], [-2.9018, 0.2841, -0.0322], [1.1859, 2.2286, 0.4072], [0.5151, -1.8317, -0.7080], [-2.0664, -0.6140, 1.2474], [2.4396, 0.0123, -0.8302], [0.9415, 1.9376, -1.3383]]}


No. 8
{"formula": "C6H10O", "method": "ωB97M-V/def2-TZVPD", "smiles": "C=CO.C#C.C=C", "max_force_ev_per_a": 0.6, "gap_ha": 0.366, "total_charge": 0, "lumo_ev": 1.0, "species": ["O", "C", "C", "C", "C", "C", "C", "H", "H", "H", "H", "H", "H", "H", "H", "H", "H"], "positions_angstrom": [[1.5557, -1.3799, 1.5320], [-2.3961, 0.8139, 0.5188], [0.5187, 2.1688, -0.7395], [-1.8689, -0.4048, 0.5559], [1.5244, -1.0098, 0.2247], [1.6772, 2.2930, -1.0380], [0.8988, -1.6400, -0.7661], [-2.2207, 1.5334, 1.3157], [2.0718, -0.0856, 0.0745], [0.9218, -1.2277, -1.7679], [-0.5033, 2.0144, -0.4622], [0.3355, -2.5576, -0.6062], [-3.0121, 1.1446, -0.3145], [2.7089, 2.3869, -1.2952], [1.0531, -2.1996, 1.6330], [-1.2336, -0.7262, 1.3781], [-2.0312, -1.1240, -0.2431]]}


No. 9
{"formula": "C6H10O", "method": "ωB97M-V/def2-TZVPD", "smiles": "CC1=CCC=C1.O", "max_force_ev_per_a": 0.6, "gap_ha": 0.348, "total_charge": 0, "lumo_ev": 0.9, "species": ["O", "C", "C", "C", "C", "C", "C", "H", "H", "H", "H", "H", "H", "H", "H", "H", "H"], "positions_angstrom": [[-1.1886, 1.5624, 1.3548], [0.7729, -0.1684, -0.2065], [-0.0011, -1.2381, 0.4444], [-0.0867, 0.5829, -0.9208], [2.2485, 0.0574, -0.0215], [-1.3055, -1.1288, 0.1190], [-1.4410, -0.0566, -0.9317], [2.7574, 0.1631, -0.9855], [-2.1132, -1.7701, 0.4526], [-1.5248, -0.5872, -1.8940], [-0.2327, 1.6292, 1.4625], [-2.2953, 0.6208, -0.8541], [2.4467, 0.9697, 0.5537], [0.1285, 1.5293, -1.4067], [-1.3149, 0.6048, 1.2319], [0.4334, -1.9918, 1.0946], [2.7163, -0.7787, 0.5073]]}


No. 10
{"formula": "C6H10O", "method": "ωB97M-V/def2-TZVPD", "max_force_ev_per_a": 0.5, "gap_ha": 0.337, "total_charge": 0, "lumo_ev": 0.8, "species": ["O", "C", "C", "C", "C", "C", "C", "H", "H", "H", "H", "H", "H", "H", "H", "H", "H"], "positions_angstrom": [[-0.8484, 0.8686, 1.0121], [-0.8496, -1.5838, 0.4418], [0.8707, 1.5305, -1.1050], [-0.8679, -0.1492, -0.0529], [0.3027, 0.1507, -0.9642], [-1.0051, 0.6810, 2.2840], [1.6639, 0.4578, -0.4101], [2.5269, 0.0368, -0.9178], [0.4499, 2.3125, -0.4815], [1.7704, 0.5425, 0.6685], [-0.6952, -2.2341, -0.4261], [-1.1714, -0.4190, 2.4422], [-0.0190, -1.7582, 1.1386], [-1.8042, 0.0525, -0.5862], [0.2778, -0.4533, -1.8700], [-1.7870, -1.8838, 0.9211], [1.1854, 1.8485, -2.0947]]}